[1]
{
  "formula": "C5H8O",
  "method": "wB97M-V/def2-TZVPD",
  "elements": ["C", "C", "C", "C", "C", "O", "H", "H", "H", "H", "H", "H", "H", "H"],
  "coordinates": [[1.6877, -0.4644, 0.4380], [0.8718, 0.6276, 1.0652], [-1.4378, -0.5254, -1.7220], [-1.8696, 0.3033, -0.7771], [-0.1360, 0.3527, 2.1348], [1.0179, 0.7968, 2.5121], [2.7546, -0.2155, 0.4415], [1.5522, -1.4150, 0.9631], [1.3651, -0.5952, -0.6002], [0.8173, 1.5816, 0.5451], [-1.4296, -0.2442, -2.7725], [-1.0866, -1.5273, -1.4841], [-2.2269, 1.3025, -1.0172], [-1.8801, 0.0225, 0.2734]],
  "mulliken_charge": [-0.972, 0.259, -0.531, -0.449, -0.344, -0.147, 0.297, 0.298, 0.244, 0.338, 0.219, 0.274, 0.238, 0.276],
  "largest_force_ev_per_a": 0.48,
  "homo_ha": -0.352,
  "lumo_energy_ev": 0.621,
  "spin_multiplicity": 1,
  "e_above_lowest_kj_mol": 428.0
}


[2]
{
  "formula": "C5H8O",
  "method": "wB97M-V/def2-TZVPD",
  "elements": ["C", "C", "C", "C", "H", "H", "H", "H", "H", "H", "C", "O", "H", "H"],
  "coordinates": [[-1.0242, 0.2358, -0.7624], [-0.4098, -0.9513, -0.6919], [0.9745, -0.3711, -0.8892], [0.2536, 1.0101, -0.9912], [-2.0601, 0.5538, -0.6757], [-0.7615, -1.9678, -0.5340], [1.5140, -0.6926, -1.7864], [1.6391, -0.4478, -0.0214], [0.3317, 1.5037, -1.9658], [0.5272, 1.7177, -0.1999], [-0.2502, -0.1495, 2.1268], [0.7001, 0.5910, 2.1755], [-1.2942, 0.2203, 2.1231], [-0.1402, -1.2523, 2.0924]],
  "mulliken_charge": [-0.345, -0.564, -0.423, -0.453, 0.407, 0.415, 0.291, 0.205, 0.289, 0.200, -0.129, -0.416, 0.263, 0.258],
  "largest_force_ev_per_a": 0.50,
  "homo_ha": -0.354,
  "lumo_energy_ev": 1.003,
  "spin_multiplicity": 1,
  "e_above_lowest_kj_mol": 254.6,
  "smiles": "C1=CCC1.C=O"
}


[3]
{
  "formula": "C5H8O",
  "method": "wB97M-V/def2-TZVPD",
  "elements": ["C", "C", "C", "C", "C", "O", "H", "H", "H", "H", "H", "H", "H", "H"],
  "coordinates": [[1.4565, -0.4888, 0.3066], [0.6926, 0.5702, -0.4837], [-0.3192, 1.1734, 0.4788], [-1.4452, 0.4846, 0.3432], [-1.1656, -0.6262, -0.6464], [-0.1108, -0.1155, -1.4321], [0.6864, -1.1349, 0.6795], [2.1493, -1.0717, -0.3064], [1.9150, -0.0338, 1.1836], [1.2995, 1.3106, -1.0197], [-0.0320, 1.8181, 1.3057], [-2.3508, 0.5712, 0.9262], [-1.9432, -1.0225, -1.2795], [-0.8324, -1.4348, -0.0559]],
  "mulliken_charge": [-1.039, 0.256, -0.590, -0.193, -0.636, -0.454, 0.226, 0.296, 0.371, 0.372, 0.371, 0.395, 0.392, 0.233],
  "largest_force_ev_per_a": 1.58,
  "homo_ha": -0.343,
  "lumo_energy_ev": 1.100,
  "spin_multiplicity": 1,
  "e_above_lowest_kj_mol": 153.9,
  "smiles": "C[C@@H]1C=CCO1"
}


[4]
{
  "formula": "C5H8O",
  "method": "wB97M-V/def2-TZVPD",
  "elements": ["O", "C", "C", "C", "C", "C", "H", "H", "H", "H", "H", "H", "H", "H"],
  "coordinates": [[-1.2676, -1.5358, -1.3065], [-1.8935, -0.6476, -0.4943], [-1.2295, 0.1944, 0.3040], [0.1621, 0.6838, 0.0343], [1.3027, 0.6502, 1.0065], [1.4111, -0.1078, -0.2865], [-0.3741, -1.5919, -0.9422], [-2.9769, -0.6747, -0.6093], [-1.7803, 0.7078, 1.0853], [0.1015, 1.6108, -0.5377], [1.9006, 1.5491, 1.1280], [1.1618, 0.0687, 1.9118], [2.0703, 0.2873, -1.0578], [1.4117, -1.1943, -0.2357]],
  "mulliken_charge": [-0.491, -0.104, -0.715, 0.169, -0.527, -0.677, 0.299, 0.361, 0.302, 0.301, 0.249, 0.260, 0.195, 0.376],
  "largest_force_ev_per_a": 0.56,
  "homo_ha": -0.315,
  "lumo_energy_ev": 1.026,
  "spin_multiplicity": 1,
  "e_above_lowest_kj_mol": 191.7,
  "smiles": "O/C=C\\C1CC1"
}


[5]
{
  "formula": "C5H8O",
  "method": "wB97M-V/def2-TZVPD",
  "elements": ["C", "C", "C", "C", "O", "C", "H", "H", "H", "H", "H", "H", "H", "H"],
  "coordinates": [[0.9229, -0.2131, -1.1779], [0.1722, 1.0907, -1.2194], [-0.0618, 0.0723, -0.1104], [-1.1479, -0.8584, 0.4688], [-1.3635, 0.0704, 1.5186], [0.0411, 0.4049, 1.3789], [0.6046, -0.9673, -1.8947], [1.9741, -0.2267, -0.9218], [0.7639, 1.9815, -0.9719], [-0.5615, 1.2755, -1.9961], [-1.7437, -1.7802, 0.3051], [-0.5230, -1.8615, 0.9769], [0.3147, 1.3965, 1.7473], [0.6079, -0.3845, 1.8966]],
  "mulliken_charge": [-0.538, -0.644, 0.543, -0.410, -0.428, -0.559, 0.228, 0.234, 0.239, 0.230, 0.385, 0.107, 0.337, 0.276],
  "largest_force_ev_per_a": 3.74,
  "homo_ha": -0.340,
  "lumo_energy_ev": 1.030,
  "spin_multiplicity": 1,
  "e_above_lowest_kj_mol": 441.7
}


[6]
{
  "formula": "C5H8O",
  "method": "wB97M-V/def2-TZVPD",
  "elements": ["C", "C", "C", "C", "C", "H", "H", "H", "H", "H", "H", "H", "H", "O"],
  "coordinates": [[-0.0044, -1.1335, 0.4068], [0.3194, -0.6785, -1.0350], [-0.1107, 0.7646, -0.8502], [0.3958, 1.1897, 0.4993], [-0.6465, 0.1167, 0.9609], [0.7822, -1.5722, 0.9885], [-0.7284, -1.9873, 0.3526], [1.3625, -0.8693, -1.3300], [-0.3569, -1.2642, -1.6489], [-0.0597, 1.4570, -1.6708], [0.1039, 2.1913, 0.8118], [1.4238, 1.0696, 0.7663], [-1.0360, 0.1873, 1.9715], [-1.4449, 0.5288, -0.2228]],
  "mulliken_charge": [-0.683, -0.553, -0.186, -0.618, -0.182, 0.344, 0.272, 0.298, 0.287, 0.476, 0.282, 0.272, 0.461, -0.472],
  "largest_force_ev_per_a": 2.63,
  "homo_ha": -0.357,
  "lumo_energy_ev": 1.142,
  "spin_multiplicity": 1,
  "e_above_lowest_kj_mol": 180.0
}


[7]
{
  "formula": "C5H8O",
  "method": "wB97M-V/def2-TZVPD",
  "elements": ["C", "C", "C", "O", "C", "C", "H", "H", "H", "H", "H", "H", "H", "H"],
  "coordinates": [[0.8955, -1.2335, -0.3005], [-0.4496, -0.8586, 0.2405], [-0.4008, 0.1568, 1.3685], [0.2200, 1.3358, 0.8076], [0.1997, 1.2511, -0.5453], [0.0523, -0.1514, -1.0094], [1.7597, -0.9688, 0.3297], [1.0152, -2.1970, -0.7854], [-1.2874, -1.5502, 0.2081], [0.2253, -0.1447, 2.2190], [-1.3918, 0.4427, 1.7341], [0.8507, 1.9794, -1.0043], [-1.0170, 1.5988, -1.4262], [-0.6829, 0.3777, -1.8152]],
  "mulliken_charge": [-0.753, -0.095, -0.535, -0.353, -0.572, 0.111, 0.215, 0.273, 0.398, 0.261, 0.321, 0.399, 0.141, 0.189],
  "largest_force_ev_per_a": 4.13,
  "homo_ha": -0.326,
  "lumo_energy_ev": 1.000,
  "spin_multiplicity": 1,
  "e_above_lowest_kj_mol": 472.3
}


[8]
{
  "formula": "C5H8O",
  "method": "wB97M-V/def2-TZVPD",
  "elements": ["C", "C", "C", "C", "C", "O", "H", "H", "H", "H", "H", "H", "H", "H"],
  "coordinates": [[1.3617, -0.5895, -0.4748], [1.0276, 0.6798, -0.8637], [-0.3422, 1.2304, -0.6058], [-0.7781, 0.4670, 0.6034], [-1.0468, -0.8581, 0.4176], [-1.2465, -1.7480, 1.4413], [1.3743, -0.9547, 0.5412], [2.2020, -1.0566, -0.9868], [1.6526, 1.2354, -1.5565], [-1.0055, 1.0416, -1.4592], [-0.2978, 2.3053, -0.4111], [-0.4176, 0.8135, 1.5649], [-1.5417, -1.2056, -0.4813], [-0.9420, -1.3606, 2.2709]],
  "mulliken_charge": [-0.657, -0.152, -0.508, -0.248, -0.226, -0.477, 0.286, 0.285, 0.325, 0.237, 0.297, 0.219, 0.305, 0.312],
  "largest_force_ev_per_a": 3.31,
  "homo_ha": -0.306,
  "lumo_energy_ev": 1.017,
  "spin_multiplicity": 1,
  "e_above_lowest_kj_mol": 298.1,
  "smiles": "C=CC/C=C/O"
}